{
  "formula": "C39H53AsNO7P2RuS2",
  "method": "ωB97M-V/def2-TZVPD",
  "orbital_gap_ev": [7.77, 5.74],
  "total_energy_ev": -160795.1919,
  "s_squared": 8.76,
  "homo_energy_ev": [-7.604, -7.583],
  "multiplicity": 6,
  "de_lowest_kj_mol": 164.89,
  "fmax_ev_per_a": 3.8,
  "elements": ["Ru", "O", "C", "O", "C", "C", "C", "C", "C", "O", "C", "C", "O", "O", "H", "H", "H", "H", "H", "H", "H", "H", "C", "C", "As", "C", "C", "C", "C", "H", "H", "H", "H", "H", "H", "H", "H", "H", "H", "H", "H", "H", "H", "H", "S", "P", "S", "C", "C", "C", "C", "C", "C", "C", "C", "C", "C", "C", "C", "H", "H", "H", "H", "H", "H", "H", "H", "H", "H", "C", "P", "C", "C", "C", "C", "C", "C", "C", "H", "H", "H", "H", "H", "H", "H", "H", "H", "H", "H", "O", "C", "O", "C", "N", "C", "C", "C", "H", "H", "H", "H", "H", "H", "H", "H", "H"],
  "coordinates": [[0.475, 0.540, 0.626], [4.159, 2.390, -0.522], [3.044, 2.485, -0.062], [1.940, 2.122, -0.523], [2.925, 3.297, 1.319], [1.498, 3.835, 1.481], [1.517, 4.920, 2.569], [1.633, 4.054, 3.833], [1.685, 2.643, 3.219], [0.810, 2.755, 2.104], [3.062, 2.436, 2.569], [3.294, 0.883, 2.269], [4.450, 0.511, 2.258], [2.248, 0.209, 2.160], [3.688, 4.071, 1.252], [1.002, 4.103, 0.551], [0.596, 5.500, 2.560], [2.361, 5.593, 2.433], [0.757, 4.154, 4.475], [2.523, 4.273, 4.416], [1.366, 1.837, 3.875], [3.905, 2.723, 3.199], [-1.600, 4.903, -0.372], [-0.914, 4.029, -1.419], [-0.948, 2.094, -0.923], [-0.153, 1.384, -2.594], [-0.992, 1.261, -3.858], [-2.938, 1.822, -1.051], [-3.736, 2.490, -2.166], [-1.394, 5.960, -0.540], [-1.246, 4.631, 0.625], [-2.680, 4.756, -0.384], [0.134, 4.318, -1.531], [-1.388, 4.139, -2.399], [0.241, 0.400, -2.336], [0.721, 2.017, -2.773], [-1.851, 0.613, -3.685], [-0.384, 0.813, -4.645], [-1.337, 2.234, -4.207], [-3.315, 2.183, -0.088], [-3.099, 0.742, -1.066], [-3.580, 3.565, -2.165], [-4.801, 2.305, -2.019], [-3.460, 2.105, -3.142], [0.416, -3.464, 0.582], [1.882, -2.744, -0.520], [1.998, -0.728, -0.820], [3.530, -3.278, 0.050], [3.906, -4.580, -0.258], [5.185, -5.008, 0.038], [6.078, -4.142, 0.650], [5.679, -2.864, 1.004], [4.401, -2.424, 0.706], [1.851, -3.424, -2.221], [2.662, -2.849, -3.189], [2.635, -3.340, -4.481], [1.807, -4.403, -4.805], [1.006, -4.980, -3.834], [1.026, -4.491, -2.539], [3.196, -5.242, -0.738], [5.486, -6.012, -0.224], [7.090, -4.467, 0.846], [6.361, -2.191, 1.499], [4.100, -1.421, 0.975], [3.294, -2.014, -2.922], [3.261, -2.890, -5.237], [1.787, -4.784, -5.816], [0.365, -5.814, -4.080], [0.411, -4.928, -1.764], [0.094, -1.002, 4.014], [-0.863, -0.372, 2.580], [-2.087, -1.739, 2.462], [-1.914, 0.948, 3.285], [-3.089, 1.301, 2.625], [-3.879, 2.334, 3.093], [-3.494, 3.058, 4.210], [-2.325, 2.718, 4.872], [-1.544, 1.669, 4.416], [0.921, -0.337, 4.253], [0.517, -1.958, 3.704], [-0.552, -1.142, 4.880], [-2.508, -1.913, 3.451], [-1.568, -2.629, 2.113], [-2.872, -1.495, 1.754], [-3.388, 0.756, 1.740], [-4.803, 2.575, 2.587], [-4.097, 3.885, 4.554], [-2.022, 3.269, 5.752], [-0.643, 1.403, 4.948], [-0.567, -1.822, -2.306], [-1.420, -1.767, -1.308], [-1.423, -0.884, -0.479], [-2.471, -2.895, -1.349], [-2.339, -3.541, -2.653], [-3.433, -3.090, -3.522], [-4.104, -1.932, -2.773], [-3.881, -2.300, -1.307], [-2.267, -3.574, -0.517], [-2.284, -4.548, -2.591], [-0.848, -2.602, -2.864], [-4.155, -3.892, -3.710], [-3.025, -2.775, -4.487], [-5.156, -1.838, -3.033], [-3.605, -0.988, -3.001], [-4.601, -3.053, -0.984], [-3.940, -1.446, -0.635]]
}